(1)
{"formula": "H12O6", "method": "wB97M-V/def2-TZVPD", "elements": ["O", "O", "O", "O", "O", "O", "H", "H", "H", "H", "H", "H", "H", "H", "H", "H", "H", "H"], "positions_angstrom": [[1.01471, 2.79240, 1.88407], [-2.17564, 0.78746, -2.15719], [2.21613, 0.99658, -1.70431], [0.85829, -0.00066, 0.63599], [-2.04696, -0.63730, 0.36149], [0.85722, -3.72606, 0.73022], [-0.10458, -0.07849, 0.60949], [1.01288, 0.94493, 0.75752], [-2.81592, -0.15244, 0.67917], [0.53992, -4.44036, 1.28928], [0.71050, 3.31803, 1.13720], [2.07825, 0.47283, -2.49682], [1.75051, 3.29215, 2.24886], [0.18554, -3.04227, 0.78340], [-1.88236, 0.37204, -2.97161], [-1.88681, 0.19765, -1.45042], [-2.19144, -1.54519, 0.64375], [1.87975, 0.44870, -0.98008]], "mulliken_charge": [-0.6604, -0.6371, -0.6493, -0.7025, -0.6864, -0.6071, 0.3680, 0.3579, 0.3153, 0.3126, 0.3323, 0.2872, 0.3134, 0.2876, 0.3213, 0.3627, 0.2883, 0.3962], "de_lowest_ev": 1.2536, "homo_energy_ev": -10.71, "smiles": "O.O.O.O.O.O", "charge": 0, "e_lumo_ev": 0.05, "multiplicity": 1}

***

(2)
{"formula": "H12O6Ti", "method": "wB97M-V/def2-TZVPD", "elements": ["Ti", "O", "O", "O", "O", "O", "O", "H", "H", "H", "H", "H", "H", "H", "H", "H", "H", "H", "H"], "positions_angstrom": [[19.08905, -18.36998, -16.72121], [20.71468, -16.80638, -15.93058], [20.19921, -19.46301, -14.67178], [17.14391, -19.85930, -15.89335], [17.99508, -18.37305, -13.15008], [17.83643, -16.66758, -17.63197], [20.42566, -19.69099, -17.96140], [21.07154, -19.51495, -15.09132], [21.16676, -20.31233, -18.00073], [21.36566, -16.24263, -16.37402], [20.20804, -16.20208, -15.36703], [17.00045, -16.23245, -17.83847], [17.91249, -19.14930, -12.58330], [19.93907, -19.82763, -18.78645], [17.10701, -20.02301, -14.94192], [16.37921, -20.32085, -16.26104], [20.06679, -20.33556, -14.27149], [18.82861, -18.49734, -13.64496], [18.52030, -16.06442, -17.95732]], "mulliken_charge": [0.5374, -0.5254, -0.5482, -0.4530, -0.6178, -0.5241, -0.5087, 0.3034, 0.2743, 0.2952, 0.3367, 0.2893, 0.3099, 0.3122, 0.2976, 0.2750, 0.2749, 0.3424, 0.3290], "de_lowest_ev": 0.7069, "homo_energy_ev": [-8.37, -14.48], "charge": 1, "e_lumo_ev": [-3.01, -3.47], "multiplicity": 4}

***

(3)
{"formula": "H13N4", "method": "wB97M-V/def2-TZVPD", "elements": ["N", "N", "N", "N", "H", "H", "H", "H", "H", "H", "H", "H", "H", "H", "H", "H", "H"], "positions_angstrom": [[-0.92883, -1.47513, 1.02454], [1.31542, 0.14389, 2.07562], [1.29834, 1.19744, -2.22651], [-1.73935, 0.03094, -0.95854], [-2.22974, -0.10838, -1.83957], [1.35277, 0.79211, 1.30191], [-0.22034, -0.84661, 1.45126], [-2.31216, 0.61078, -0.35923], [-0.46554, -2.35351, 0.81343], [-0.95882, 0.65962, -1.13503], [1.24403, 0.68805, 2.92022], [-1.31516, -0.98006, 0.09889], [2.00696, 1.88482, -2.31305], [0.83987, 1.11612, -3.11151], [2.25216, -0.26017, 1.99182], [-1.62663, -1.69676, 1.73810], [1.48702, 0.59686, -1.47234]], "mulliken_charge": [-0.4807, -0.8766, -0.5890, -0.8508, 0.2620, 0.2325, 0.3365, 0.3274, 0.3806, 0.2457, 0.2528, 0.5076, 0.1869, 0.2024, 0.2726, 0.4034, 0.1867], "de_lowest_ev": 0.3754, "homo_energy_ev": -13.03, "charge": 1, "e_lumo_ev": -3.13, "multiplicity": 1}